Entry 1:
{
  "formula": "C14H10BNO3",
  "method": "wB97M-V/def2-TZVPD",
  "elements": ["O", "O", "O", "N", "C", "C", "C", "C", "C", "C", "C", "C", "C", "C", "C", "C", "C", "C", "B", "H", "H", "H", "H", "H", "H", "H", "H", "H", "H"],
  "xyz": [[1.609, 0.388, -0.547], [0.868, 0.807, 5.169], [-1.530, 1.139, 4.738], [0.162, -2.685, -6.349], [-0.718, 0.815, 0.068], [-2.251, 1.212, 3.533], [0.609, 0.607, 0.432], [1.267, -0.321, -1.694], [0.387, -2.196, -5.323], [-1.373, 1.001, 2.346], [-0.067, -1.881, -2.960], [1.819, -0.829, -3.981], [2.102, -0.172, -2.821], [-1.712, 1.014, 1.018], [0.234, -1.240, -1.774], [0.946, 0.613, 1.767], [-0.049, 0.782, 2.705], [0.724, -1.645, -4.079], [-0.200, 0.879, 4.311], [2.461, -0.691, -4.834], [-2.761, 2.194, 3.468], [1.984, 0.498, 2.023], [-0.904, -2.542, -3.057], [0.525, 0.943, 6.092], [-3.045, 0.411, 3.594], [2.988, 0.396, -2.697], [-0.979, 0.849, -0.973], [-2.759, 1.146, 0.733], [-0.338, -1.490, -0.904]],
  "smiles": "N#Cc1ccc(Oc2ccc3c(c2)B(O)OC3)cc1",
  "charge": 0,
  "orbital_gap_ev": 9.30,
  "de_lowest_kcal_mol": 0.0,
  "homo_ev": -8.9
}


Entry 2:
{
  "formula": "C5H4AsBrNOReS4",
  "method": "wB97M-V/def2-TZVPD",
  "elements": ["Re", "Br", "As", "S", "S", "S", "S", "O", "N", "C", "C", "C", "C", "C", "H", "H", "H", "H"],
  "xyz": [[0.003, -1.697, -0.312], [0.302, -0.519, -2.612], [2.210, -3.112, 1.584], [1.885, -2.934, -0.600], [4.117, -2.891, 2.453], [2.299, -4.956, 2.630], [0.573, -1.632, 1.905], [-1.320, -2.662, -0.402], [-0.510, 0.387, -0.272], [-0.409, 0.868, -1.514], [-1.336, 2.495, 0.407], [-1.229, 2.962, -0.896], [-0.960, 1.200, 0.702], [-0.740, 2.132, -1.907], [-1.707, 3.131, 1.198], [-1.521, 3.976, -1.135], [-1.022, 0.790, 1.701], [-0.633, 2.461, -2.931]],
  "charge": 2,
  "orbital_gap_ev": [6.85, 6.87],
  "homo_ev": [-16.9, -16.9]
}


Entry 3:
{
  "formula": "C33H50BF5NO16",
  "method": "wB97M-V/def2-TZVPD",
  "elements": ["F", "F", "F", "F", "F", "O", "O", "O", "O", "O", "O", "O", "O", "O", "O", "O", "O", "O", "O", "O", "O", "N", "C", "C", "C", "C", "C", "C", "C", "C", "C", "C", "C", "C", "C", "C", "C", "C", "C", "C", "C", "C", "C", "C", "C", "C", "C", "C", "C", "C", "C", "C", "C", "C", "C", "B", "H", "H", "H", "H", "H", "H", "H", "H", "H", "H", "H", "H", "H", "H", "H", "H", "H", "H", "H", "H", "H", "H", "H", "H", "H", "H", "H", "H", "H", "H", "H", "H", "H", "H", "H", "H", "H", "H", "H", "H", "H", "H", "H", "H", "H", "H", "H", "H", "H", "H"],
  "xyz": [[-4.031, -3.071, -1.485], [8.582, -2.367, 0.778], [3.071, -6.601, 0.013], [-4.628, -0.886, 5.076], [-7.969, -0.833, -5.603], [-7.567, -0.317, -3.443], [-6.391, -0.067, -1.529], [-2.810, -0.606, 9.106], [6.376, -2.707, 1.119], [6.417, -3.506, 3.197], [-2.320, -1.705, 2.381], [2.297, -5.577, -1.845], [-3.667, -3.451, 1.916], [3.865, -4.024, -2.134], [-4.101, -0.654, 7.257], [-1.967, -0.052, 7.094], [1.959, -3.897, -3.321], [4.508, -3.608, 2.005], [-2.536, 4.286, 3.792], [-5.386, 0.139, -3.542], [-2.842, -2.234, 0.242], [3.261, 4.288, -2.992], [2.195, -1.101, -1.018], [3.028, 2.116, 0.046], [-4.292, -3.926, 0.725], [1.958, 4.624, -3.189], [-1.888, 2.141, 0.522], [-2.886, -2.382, 1.597], [1.108, -0.776, -2.048], [5.648, -3.310, 2.102], [-3.951, -0.110, 5.952], [3.821, 3.800, -1.745], [3.443, -6.051, -1.168], [-2.477, 2.166, -0.892], [-2.939, -0.454, 7.937], [4.266, -4.792, -0.995], [-2.453, -0.160, 5.747], [-2.312, 3.487, 4.899], [3.943, 4.432, -4.163], [7.766, -3.161, 2.875], [-2.473, 0.780, -1.556], [-1.114, 0.449, -2.204], [2.162, -0.318, 0.302], [-0.328, -0.663, -1.502], [-5.801, -0.142, -4.875], [-2.894, 3.480, 2.629], [1.832, 1.173, 0.221], [3.065, 4.870, -5.119], [-6.431, -0.081, -2.707], [2.640, -4.440, -2.522], [-7.303, 0.022, -4.783], [1.804, 4.993, -4.502], [-3.364, -3.398, -0.351], [7.585, -2.239, 1.685], [3.406, 2.352, -1.426], [-1.860, 3.580, 1.354], [1.361, 0.167, -2.539], [3.165, -1.003, -1.510], [-2.706, 0.025, -0.809], [0.873, 5.304, -4.941], [-2.542, -4.066, -0.616], [3.283, 5.076, -6.153], [-4.377, 0.893, 5.934], [-2.073, 0.651, 5.133], [1.322, 1.455, 1.141], [1.456, -0.800, 0.977], [-2.182, 4.502, 0.592], [-2.409, 1.355, 1.086], [-0.722, 3.786, 1.800], [5.340, -4.960, -1.020], [-4.369, -5.010, 0.748], [-1.393, 2.889, 4.786], [4.903, 3.871, -1.837], [-2.147, -1.119, 5.327], [3.887, 1.722, 0.592], [3.994, -4.265, -0.081], [3.916, -6.829, -1.772], [7.473, -1.183, 1.935], [-0.367, -0.515, -0.424], [-1.243, 0.175, -3.254], [-0.851, -1.600, -1.711], [-0.857, 1.790, 0.421], [-3.490, 2.572, -0.856], [1.130, -1.548, -2.813], [-3.144, 2.780, 5.050], [-3.910, 3.787, 2.351], [-0.498, 1.353, -2.202], [2.753, 3.070, 0.495], [-5.282, -3.479, 0.623], [2.109, -2.164, -0.762], [3.520, 4.466, -0.939], [4.212, 1.686, -1.734], [-2.194, 4.108, 5.789], [2.544, 2.117, -2.048], [-5.323, 0.546, -5.568], [8.249, -2.693, 3.727], [-5.541, -1.170, -5.133], [-7.664, 1.034, -4.978], [-3.243, 0.759, -2.325], [-2.951, 2.435, 2.960], [1.122, 1.379, -0.577], [3.144, -0.432, 0.771], [1.246, 4.579, -2.382], [8.312, -4.058, 2.580], [-1.855, 2.840, -1.484], [4.992, 4.217, -4.262]],
  "charge": -1,
  "orbital_gap_ev": 6.03,
  "de_lowest_kcal_mol": 0.0,
  "homo_ev": -4.4
}


Entry 4:
{
  "formula": "C42H43F13N2O4PS2W",
  "method": "wB97M-V/def2-TZVPD",
  "elements": ["W", "S", "S", "P", "F", "F", "F", "F", "F", "F", "F", "F", "F", "F", "F", "F", "F", "O", "O", "O", "O", "N", "N", "C", "C", "C", "C", "C", "C", "C", "C", "C", "C", "C", "C", "C", "C", "C", "C", "C", "C", "C", "C", "C", "C", "C", "C", "C", "C", "C", "C", "C", "C", "C", "C", "C", "C", "C", "C", "C", "C", "C", "C", "C", "C", "H", "H", "H", "H", "H", "H", "H", "H", "H", "H", "H", "H", "H", "H", "H", "H", "H", "H", "H", "H", "H", "H", "H", "H", "H", "H", "H", "H", "H", "H", "H", "H", "H", "H", "H", "H", "H", "H", "H", "H", "H", "H", "H"],
  "xyz": [[0.200, 0.377, -0.050], [-0.718, -1.613, -0.719], [2.455, -0.838, -0.213], [1.407, -2.449, 0.549], [-3.224, 3.012, 1.570], [-0.146, 3.794, 3.604], [-5.208, 0.783, 0.836], [-3.893, 1.525, 3.003], [1.653, 4.738, 2.904], [-1.790, 1.971, 2.814], [2.775, 1.981, -0.959], [-4.068, 1.759, -0.688], [3.577, 3.021, 2.830], [2.945, 3.529, 0.819], [-4.099, -0.395, -0.619], [3.326, 1.471, 1.370], [0.013, 4.398, 1.546], [2.303, -3.062, 1.862], [1.848, -3.662, -0.554], [-1.750, 1.045, 0.151], [0.633, 2.066, 0.982], [-0.149, -0.283, 1.986], [0.338, 1.094, -2.130], [1.270, 2.414, 2.135], [-0.842, 0.886, -2.967], [2.806, 2.615, 1.793], [-3.043, 1.612, -3.656], [1.315, 1.827, -2.822], [1.191, 2.187, -4.180], [-1.456, 4.276, -3.572], [2.180, 2.873, -4.882], [-2.748, 0.708, 1.029], [1.359, -5.644, -1.748], [1.628, 1.836, 4.538], [-3.620, -2.692, 2.621], [1.535, -1.174, -3.654], [0.685, 3.854, 2.557], [-1.231, -2.401, 2.640], [-2.589, -0.642, 1.772], [0.141, -1.258, -4.278], [2.531, 2.250, -2.253], [1.126, 1.421, 3.298], [3.520, 2.933, -2.926], [0.882, -0.122, 5.586], [1.035, -4.819, -0.523], [-1.322, -1.097, 2.143], [3.358, 3.256, -4.269], [-1.794, 3.309, -2.417], [-0.942, -0.216, -3.857], [3.981, -4.803, 1.590], [-0.932, 3.665, -1.208], [-4.048, 0.711, 0.132], [-3.708, -1.431, 2.050], [-3.198, 0.499, -4.456], [-2.126, -0.366, -4.586], [1.541, 1.093, 5.696], [2.068, 1.610, 7.016], [-2.917, 1.819, 2.116], [0.448, 0.182, 3.179], [-1.858, 1.864, -2.957], [0.352, -0.551, 4.385], [-2.349, -3.185, 2.876], [-4.860, -3.482, 2.973], [-0.323, -2.727, -4.159], [3.702, -3.330, 1.840], [4.195, -2.716, 1.084], [-0.022, -4.538, -0.515], [2.013, 3.106, -5.929], [-1.249, 4.651, -0.843], [0.132, 3.734, -1.457], [0.288, 1.905, -4.701], [-4.695, -1.060, 1.806], [2.140, -1.995, -4.058], [-0.399, -3.016, -3.112], [0.420, -3.374, -4.641], [-1.290, -2.913, -4.633], [-2.201, -1.192, -5.286], [-2.824, 3.533, -2.136], [0.248, -1.067, -5.349], [4.102, -3.035, 2.816], [5.063, -4.988, 1.565], [-0.428, 4.140, -3.904], [2.098, 2.811, 4.606], [2.361, 0.787, 7.674], [-3.847, 2.341, -3.589], [0.744, -6.552, -1.769], [1.161, -5.063, -2.653], [-0.246, -2.804, 2.834], [-5.033, -3.484, 4.053], [3.540, -5.419, 2.379], [1.500, -1.293, -2.574], [0.769, -0.758, 6.462], [3.556, -5.105, 0.630], [-1.562, 5.314, -3.228], [4.133, 3.784, -4.812], [-2.222, -4.195, 3.266], [2.414, -5.935, -1.749], [-1.057, 2.967, -0.388], [4.412, 3.208, -2.372], [1.315, 2.200, 7.549], [-5.748, -3.054, 2.498], [-4.123, 0.325, -4.999], [2.940, 2.252, 6.870], [-4.776, -4.526, 2.654], [-2.117, 4.127, -4.433], [2.048, -0.240, -3.886], [1.233, -5.395, 0.390], [-0.162, -1.493, 4.389]],
  "spin_multiplicity": 2,
  "charge": -2,
  "s2": 1.18,
  "orbital_gap_ev": [5.90, 6.18],
  "de_lowest_kcal_mol": 18.7,
  "homo_ev": [-1.5, -1.8]
}


Entry 5:
{
  "formula": "C46H42F4LiN7Si2Te",
  "method": "wB97M-V/def2-TZVPD",
  "elements": ["Te", "Si", "Si", "F", "F", "F", "F", "N", "N", "N", "N", "N", "N", "N", "C", "C", "C", "C", "C", "C", "C", "C", "C", "C", "C", "C", "C", "C", "C", "C", "C", "C", "C", "C", "C", "C", "C", "C", "C", "C", "C", "C", "C", "C", "C", "C", "C", "C", "C", "C", "C", "C", "C", "C", "C", "C", "C", "C", "C", "C", "Li", "H", "H", "H", "H", "H", "H", "H", "H", "H", "H", "H", "H", "H", "H", "H", "H", "H", "H", "H", "H", "H", "H", "H", "H", "H", "H", "H", "H", "H", "H", "H", "H", "H", "H", "H", "H", "H", "H", "H", "H", "H", "H"],
  "xyz": [[-0.569, 0.453, -2.001], [-2.893, 2.719, -0.740], [-3.566, 1.042, -3.464], [-8.135, -1.207, -1.155], [-6.567, -0.215, 0.670], [-4.660, -4.133, -2.499], [-3.158, -3.201, -0.591], [-4.738, -0.447, 3.539], [-6.828, -5.369, -4.386], [2.883, 1.271, -1.012], [-1.483, -0.513, 0.728], [2.058, -0.441, 0.966], [-9.622, -2.271, -3.691], [0.415, 0.354, 2.937], [2.593, -1.919, 4.891], [3.368, -0.577, -2.504], [3.273, -1.885, 2.557], [-3.915, -1.103, 1.195], [-1.547, 2.902, 0.554], [-8.601, -2.699, -3.344], [1.556, -1.005, 4.578], [-4.789, -1.673, 0.157], [0.634, -0.546, 5.547], [3.464, -1.973, -2.717], [2.267, -0.986, 2.181], [-3.091, 4.378, -1.621], [3.172, 2.094, -1.983], [3.555, 1.689, -3.281], [-7.029, -4.422, -3.748], [2.304, 2.995, -7.165], [1.608, 2.411, -5.965], [-7.360, -3.273, -2.996], [-4.373, -0.739, 2.477], [1.377, 1.049, -5.860], [2.591, -0.976, -0.176], [0.517, 2.713, -3.822], [0.718, 0.487, -4.764], [-2.980, 2.224, -4.805], [3.129, -2.819, -1.695], [-0.422, 0.755, 3.860], [2.959, -0.068, -1.247], [0.548, -1.009, -4.735], [3.423, -2.323, 3.879], [-6.508, -2.745, -1.951], [-5.371, 1.409, -3.101], [0.050, 3.645, -2.742], [-4.392, -2.682, -0.712], [-5.196, -3.182, -1.717], [-0.357, 0.324, 5.198], [-6.902, -1.733, -1.062], [1.396, -0.532, 3.258], [-3.450, -0.723, -4.086], [-4.505, 2.416, 0.160], [0.279, 1.334, -3.737], [1.170, 3.232, -4.932], [-6.082, -1.221, -0.079], [-2.571, 1.251, -1.876], [3.655, 0.355, -3.531], [-2.585, -0.830, 0.932], [2.699, -2.335, -0.450], [0.264, 0.349, 0.887], [-1.540, 2.042, 1.231], [-1.763, 3.782, 1.170], [-1.093, 0.672, 5.911], [0.723, -0.909, 6.566], [-3.168, -1.415, -3.287], [3.966, -2.245, 1.809], [1.714, 0.392, -6.655], [-5.979, 1.145, -3.971], [3.754, 2.430, -4.046], [-1.042, 3.659, -2.702], [2.639, 2.212, -7.846], [0.823, -1.436, -5.700], [-4.416, -1.052, -4.478], [-2.150, 4.900, -1.805], [-1.930, 2.061, -5.055], [3.094, 3.156, -1.757], [-5.736, 0.822, -2.255], [-3.706, 5.022, -0.985], [-4.576, 1.410, 0.577], [-3.612, 4.274, -2.577], [3.178, 3.581, -6.870], [1.342, 4.303, -4.988], [0.394, 4.664, -2.923], [-5.541, 2.467, -2.879], [-0.545, 3.009, 0.133], [-0.474, -1.300, -4.501], [-4.590, 3.122, 0.994], [1.183, -1.461, -3.970], [4.228, -3.018, 4.097], [0.396, 3.314, -1.762], [3.939, -0.017, -4.510], [-5.376, 2.562, -0.484], [-2.992, 0.431, -1.272], [-3.570, 2.047, -5.711], [2.703, -2.282, 5.906], [3.775, -2.345, -3.686], [1.639, 3.660, -7.720], [-1.208, 1.438, 3.548], [-2.712, -0.819, -4.885], [2.393, -3.043, 0.309], [-3.110, 3.272, -4.525], [3.166, -3.892, -1.849]],
  "charge": -2,
  "orbital_gap_ev": 5.13,
  "de_lowest_kcal_mol": 5.6,
  "homo_ev": -1.8
}


In order of appearance, molar mass = 251.1, 563.4, 822.6, 1165.7, 959.6 g/mol.